A structure of composition C22H49F3NO10S2 in a non-equilibrium geometry, computed with ωB97M-V/def2-TZVPD.

Properties
multiplicity	1
orbital gap	7.546	eV
E_HOMO	-0.2085	Ha
total charge	-1
calculated total energy	-75394.880	eV

Each line ends with the Löwdin charge.
Geometry (Å):
H  0.767  -0.148  7.101  0.118
H  7.116  -2.520  -2.540  0.108
H  6.408  -1.253  0.839  0.114
H  -2.479  3.605  -3.061  0.136
H  -4.037  6.365  -2.961  0.097
C  -3.073  -2.996  -5.545  -0.287
H  -0.990  0.319  -4.761  0.057
H  2.477  -0.909  8.773  0.081
H  2.432  -0.774  4.268  0.064
C  3.028  -0.479  -0.151  -0.074
O  -8.685  4.365  0.039  -0.307
H  0.958  -0.395  9.532  0.076
H  -4.366  3.537  -1.785  0.091
H  7.569  -2.546  0.607  0.107
F  -8.874  1.503  -1.656  0.135
N  -6.490  4.472  -1.096  -0.320
H  -2.240  -0.357  -5.802  0.067
H  -0.330  -1.409  7.627  0.109
O  -0.256  1.403  -2.808  0.108
H  -0.483  -3.618  7.946  0.065
C  -4.544  6.251  -2.002  -0.233
O  -8.741  4.102  -2.302  -0.300
O  -2.030  2.155  -1.703  -0.055
O  -2.293  -2.782  -4.386  -0.161
H  -0.577  -3.837  6.203  0.084
O  -7.096  6.686  -2.150  -0.351
H  5.692  -3.531  -2.395  0.120
C  6.557  -3.158  -1.846  -0.280
C  1.411  -3.375  6.908  -0.282
H  -2.933  -3.719  -7.573  0.073
H  -2.632  5.901  -1.117  0.099
F  -8.030  1.611  0.277  0.130
H  6.851  -4.955  -0.684  0.081
H  3.370  -1.246  0.546  0.064
H  -1.575  -2.702  -7.094  0.064
O  -6.199  5.040  -3.620  -0.350
O  1.355  -1.999  6.579  -0.173
F  -6.761  1.529  -1.445  0.135
H  2.032  -3.531  7.798  0.106
C  -2.253  3.566  -1.989  -0.163
H  1.656  -1.414  1.965  0.109
C  -1.799  -0.405  -4.803  -0.082
H  -1.679  -4.352  -6.487  0.078
H  1.340  -2.108  9.382  0.065
H  -0.780  -1.775  -3.518  0.116
H  3.320  1.186  1.206  0.106
C  6.986  -1.782  0.079  -0.283
H  -3.940  5.751  0.022  0.106
H  -3.800  -3.765  -5.280  0.116
C  0.730  -1.152  7.527  -0.279
S  -7.984  3.891  -1.113  0.549
H  0.468  -0.466  2.837  0.119
S  -6.196  5.566  -2.274  0.514
H  -4.688  7.261  -1.609  0.090
O  6.038  -2.390  -0.777  -0.169
O  1.357  0.535  1.337  -0.165
C  2.478  -0.060  3.443  -0.075
C  -3.535  3.965  -1.227  -0.173
H  2.231  -0.917  -0.753  0.084
C  -3.648  5.489  -0.997  -0.219
H  3.496  -0.073  3.047  0.062
C  2.531  0.758  0.576  -0.282
C  1.456  -0.419  2.378  -0.276
H  7.681  -4.954  -2.253  0.075
H  8.533  -0.280  0.101  0.076
H  -0.521  -2.103  -5.221  0.105
H  7.314  -0.050  -1.168  0.081
C  -7.883  2.033  -0.968  -0.709
H  -1.381  4.173  -1.717  0.119
H  -2.570  -0.112  -4.090  0.087
C  7.401  -4.339  -1.397  -0.082
C  0.046  -4.019  7.079  -0.080
H  -0.060  2.113  -0.973  0.142
H  8.321  -4.014  -0.906  0.064
C  -2.268  -3.469  -6.745  -0.087
H  3.866  -0.228  -0.804  0.073
C  -1.278  -1.796  -4.489  -0.275
H  2.275  1.519  -0.163  0.108
H  -3.646  -2.096  -5.791  0.109
H  8.553  -1.288  -1.345  0.065
H  0.149  -5.096  7.221  0.076
C  7.899  -0.792  -0.625  -0.079
H  1.929  -3.860  6.079  0.118
C  -0.714  1.860  -1.831  -0.367
H  2.289  0.942  3.834  0.082
C  1.416  -1.141  8.882  -0.082
H  -3.442  3.499  -0.241  0.119

***

A cluster of 5 separate species, C22H49FIN4O6P2 in total in a non-equilibrium geometry, computed with ωB97M-V/def2-TZVPD.

Properties
multiplicity	1
orbital gap	6.644	eV
E_HOMO	-0.4083	Ha
total charge	+1
calculated total energy	-71234.028	eV
ΔE to the lowest compared entry with this formula, charge and spin	1035.5	kJ/mol

Each line ends with the Löwdin charge.
Geometry (Å):
P  -1.644  -2.169  -2.214  0.655
H  0.265  6.467  -1.631  0.088
N  -2.196  -0.544  1.576  0.073
C  6.466  -2.187  2.113  -0.494
O  -1.814  -0.725  -3.237  -0.401
H  2.328  -1.905  0.277  0.017
C  7.016  -0.806  2.431  -0.058
H  -5.313  3.100  -0.743  0.100
H  -1.192  4.543  -3.648  0.083
N  -0.524  0.140  -0.261  -0.158
H  6.465  -0.346  3.259  0.074
H  -1.734  0.318  -5.910  0.071
O  5.092  -2.076  1.747  -0.073
C  -1.607  -0.779  0.190  -0.279
H  -2.631  -6.188  -0.062  0.132
H  -0.435  5.798  -0.163  0.085
H  -2.204  3.519  -7.864  0.083
H  8.075  -0.856  2.700  0.084
C  -3.761  1.401  0.285  -0.011
H  -4.324  -2.069  -0.129  0.152
H  -1.527  -0.067  2.217  0.109
C  6.596  -3.124  3.303  -0.059
H  2.347  -2.722  6.878  0.086
H  3.386  0.240  6.675  0.086
H  6.185  -4.110  3.064  0.083
C  -5.089  2.386  0.157  0.001
H  -2.729  -0.183  -7.297  0.085
O  2.208  0.861  -0.281  -0.327
H  4.610  -1.704  2.504  0.063
H  -6.325  1.023  3.531  0.119
C  -1.985  2.465  -7.659  -0.062
H  -4.012  1.972  -7.132  0.142
H  -2.070  0.069  -2.657  0.055
H  1.771  4.573  -1.652  0.103
H  -1.469  6.076  -1.583  0.085
H  1.309  -1.319  6.532  0.084
H  1.338  -2.675  5.413  0.080
C  1.963  -2.075  6.083  -0.058
P  0.936  0.146  0.733  0.882
C  -0.170  4.345  -1.744  -0.508
H  1.705  1.438  -0.955  0.050
H  7.000  -2.608  1.254  0.141
N  -2.195  -1.810  -0.534  -0.234
H  -0.897  3.643  -1.320  0.126
H  -1.806  -5.484  -1.604  0.123
H  3.712  -2.194  4.834  0.125
O  2.558  -0.606  4.275  -0.090
C  3.099  -1.422  5.311  -0.504
H  -0.375  0.217  -1.279  0.053
C  -0.207  4.264  -3.262  -0.063
H  -3.846  -4.010  -1.903  0.106
C  -5.586  1.135  2.597  -0.098
C  -6.086  2.222  1.492  -0.020
O  1.120  3.955  -1.281  -0.067
H  2.294  -1.494  2.115  0.043
H  4.413  -1.171  7.020  0.087
H  -2.990  1.490  -0.617  0.067
H  -0.979  2.430  -7.227  0.081
H  -3.213  -2.938  1.158  0.159
H  4.775  -0.096  5.650  0.075
C  -2.268  -5.184  -0.551  -0.132
H  6.030  -2.746  4.163  0.066
H  2.013  0.083  4.689  0.098
C  -2.714  0.426  -6.387  -0.071
H  -2.116  2.564  -5.096  0.066
H  0.767  -2.402  1.378  0.056
H  0.545  4.926  -3.707  0.090
C  -0.476  5.752  -1.256  -0.057
N  -4.374  0.275  2.661  0.035
C  -3.010  1.884  -6.698  -0.498
H  0.027  3.249  -3.599  0.072
C  -3.441  0.365  1.498  -0.210
I  0.776  -2.834  -2.204  0.507
F  -1.145  -4.588  0.232  -0.183
H  -4.455  -4.631  -0.231  0.135
O  -3.002  2.637  -5.488  -0.071
H  -1.978  1.918  -8.607  0.084
H  6.904  -0.140  1.569  0.083
H  7.643  -3.243  3.599  0.084
C  1.588  -1.599  1.159  -0.316
C  3.969  -0.569  6.221  -0.055
C  -3.308  -2.680  0.005  -0.196
H  -3.453  0.025  -5.685  0.074
C  -3.527  -4.106  -0.770  -0.194
H  -7.093  2.841  1.580  0.103

***

A structure of composition C22H49N2OP3PmS in a non-equilibrium geometry, computed with ωB97M-V/def2-TZVPD.

Properties
multiplicity	5
orbital gap (spin up / spin down)	6.233 / 6.620	eV
E_HOMO (spin up / spin down)	-0.5680 / -0.5685	Ha
total charge	+3
calculated total energy	-83866.673	eV
ΔE to the lowest compared entry with this formula, charge and spin	33.7	kJ/mol

Each line ends with the Löwdin spin population.
Geometry (Å):
H  -1.670  -4.643  0.027  0.000
H  -3.800  -0.378  2.251  0.000
P  -2.673  -0.677  0.137  -0.015
H  -1.374  -1.889  2.956  0.000
C  1.413  -4.863  0.898  0.000
H  0.193  0.605  2.388  0.000
P  0.709  -0.610  2.946  0.000
H  -0.900  -5.426  -1.385  0.000
C  0.610  -3.330  -0.942  -0.001
C  2.845  -4.059  -1.612  0.000
H  -3.380  1.177  1.499  0.000
H  -4.286  4.182  -1.953  0.000
H  -3.879  1.153  -1.034  0.000
H  -2.079  3.293  -3.992  0.000
C  -1.220  3.818  0.968  -0.001
H  1.340  -1.560  -3.007  0.000
C  -0.330  -2.059  2.683  0.000
C  2.150  2.498  0.619  -0.001
H  -4.860  -0.310  -0.688  0.000
H  1.898  -3.985  1.383  0.000
H  0.068  -2.862  3.318  0.000
C  -0.665  3.418  -1.420  -0.001
S  -0.767  -2.430  -1.504  -0.007
H  1.143  2.855  0.814  0.000
H  -3.632  2.357  -3.663  0.000
C  -2.972  3.169  -3.379  0.000
Pm  -0.726  0.325  -1.739  4.062
H  -2.132  0.224  2.303  0.000
C  -0.463  5.661  -0.461  0.000
C  -0.789  -5.218  -0.308  0.000
H  4.129  0.414  0.165  0.000
H  2.202  -5.540  0.487  0.000
H  4.230  0.322  -1.620  0.000
C  -3.330  4.126  -2.514  0.000
H  2.441  1.885  1.476  0.000
H  1.553  -0.951  -1.300  0.000
H  4.603  1.864  -0.782  0.000
C  1.945  -1.660  -2.082  0.000
H  2.810  3.364  0.541  0.000
N  1.838  -3.002  -1.459  -0.001
C  -0.908  5.158  0.791  0.000
H  -1.643  3.418  1.884  0.000
H  -0.715  -6.157  0.231  0.000
H  -4.219  -2.173  1.179  -0.001
H  1.770  3.661  -2.103  0.000
H  0.846  -5.407  1.657  0.000
C  -3.380  -2.314  0.482  -0.003
C  0.878  -0.415  4.712  0.000
H  -3.752  -0.293  -2.088  0.000
H  2.895  -1.465  3.100  0.000
H  -0.675  2.764  -2.324  -0.001
P  2.195  1.521  -0.918  -0.007
N  0.459  -4.451  -0.161  0.000
H  -1.069  5.824  1.632  0.000
C  -0.946  2.948  -0.099  -0.001
C  3.953  0.967  -0.772  -0.001
C  2.439  2.799  -2.217  0.000
H  -2.628  -2.951  0.961  0.000
C  -3.889  0.053  -1.048  0.001
H  1.443  -1.301  5.046  0.000
C  -0.549  4.817  -1.600  0.000
H  -0.331  -2.375  1.634  0.000
H  -0.170  6.714  -0.569  0.000
H  3.715  -3.967  -0.937  0.000
H  3.266  -4.165  -2.628  0.000
H  2.326  -5.005  -1.350  0.000
H  1.416  0.509  4.948  0.000
H  -0.548  5.204  -2.616  0.000
H  -0.115  -0.381  5.174  0.000
H  2.902  -0.162  1.897  0.000
H  -3.731  -2.801  -0.433  0.000
C  2.325  -1.013  2.284  0.000
H  2.220  2.325  -3.184  0.000
H  3.493  3.114  -2.197  0.000
H  2.995  -1.402  -2.298  0.000
O  -0.836  1.622  0.206  -0.015
H  2.195  -1.735  1.467  0.000
H  -2.788  5.093  -2.451  0.000
C  -3.035  0.165  1.693  -0.003